Density functional theory data (ωB97M-V/def2-TZVPD) for a structure of composition C7H12CuO5.

Positions of all 25 atoms, in Å:
Cu (0.98411, 0.04419, 1.48037)
O (-3.34011, 0.02061, -0.14030)
O (-0.36892, -0.82638, -0.22083)
O (1.92976, -1.97167, 0.85432)
O (2.40271, 0.26102, -0.27240)
O (0.59519, 2.17332, 0.83055)
C (-2.49943, -0.61839, 0.79503)
C (1.74150, 1.18508, -1.05915)
C (0.59643, -1.39542, -1.07819)
C (1.15605, 2.23945, -0.30886)
C (-2.82340, 1.18413, -0.74781)
C (-1.49270, -1.57183, 0.17626)
C (1.90160, -1.55736, -0.39108)
H (1.47469, 1.39679, -2.11674)
H (0.99748, 3.16584, -0.90725)
H (-2.04127, 0.94835, -1.48647)
H (2.64204, -1.98220, -1.11036)
H (-3.15974, -1.19297, 1.45968)
H (-1.97114, 0.13980, 1.40355)
H (0.94626, -0.17270, -1.88733)
H (-1.94547, -2.08021, -0.69214)
H (-2.39877, 1.86956, 0.00534)
H (0.25988, -2.33648, -1.53305)
H (-1.18014, -2.32921, 0.91706)
H (-3.65763, 1.68274, -1.25674)

The net charge is -1.

=====

Density functional theory data (ωB97M-V/def2-TZVPD) for an isolated molecule of C7H12F2N2Si.

Positions of all 24 atoms, in Å:
Si (-0.69466, 0.40772, -0.01667)
F (1.10454, 2.16017, 1.10740)
F (1.06148, 2.25163, -1.10773)
N (2.20301, 0.62271, -0.03620)
N (3.83932, -0.72529, 0.62245)
C (2.64770, -0.08204, -1.12878)
C (-0.85733, -0.55598, 1.63582)
C (-0.43118, -0.97738, -1.22832)
C (-1.94824, 1.82991, 0.04847)
C (3.66487, -0.86564, -0.70291)
C (3.00760, 0.23498, 0.99418)
C (1.02862, 1.37770, -0.03155)
H (-1.08148, -1.90590, -0.99961)
H (2.88981, 0.46925, 2.09692)
H (-2.95466, 1.55921, -0.23556)
H (-1.46889, 2.68666, -0.68626)
H (4.01511, -1.71552, -1.21975)
H (-1.86885, -0.35290, 2.01974)
H (-1.91368, 2.37748, 1.00262)
H (2.26807, -0.02429, -2.20316)
H (-0.59545, -1.71664, 1.58200)
H (-0.12946, -0.07984, 2.30871)
H (0.57060, -1.54779, -1.23507)
H (-0.66981, -0.78332, -2.34516)

Its SMILES is C[Si](C)(C)C(F)(F)n1ccnc1.

=====

Density functional theory data (ωB97M-V/def2-TZVPD) for a cluster of 2 separate species, C7H12F3N3O2 in total.

Positions of all 27 atoms, in Å:
F (-1.04101, 2.51962, -1.08292)
F (-5.19272, -1.54819, 0.48854)
F (-4.51285, 2.22015, 0.21283)
O (2.01764, -1.11926, 0.67292)
O (2.05317, 0.99089, 0.01189)
N (-2.54661, -0.75811, -0.42192)
N (-3.38503, 1.45936, -0.20697)
N (-4.92590, -0.29605, 0.09776)
C (-0.05008, 0.00426, 0.15967)
C (-3.05683, -2.05029, -0.95792)
C (-3.69413, 0.18364, -0.12777)
C (4.26862, 0.12985, -0.76929)
C (1.40721, -0.16109, 0.24519)
C (-0.86391, -0.85478, -0.50279)
C (3.50833, 0.88724, 0.24908)
H (3.90139, -0.86005, -0.77559)
H (-0.36049, 1.09817, 0.34857)
H (-2.69092, -2.98214, -0.31363)
H (-2.03921, 2.47592, -0.89819)
H (-2.77929, -2.11660, -1.93695)
H (5.35144, 0.07954, -0.39352)
H (-4.07708, -1.99258, -1.06571)
H (4.15958, 0.55590, -1.75542)
H (-0.81466, -1.84985, -0.84056)
H (-5.55601, 0.48864, 0.20677)
H (3.45815, 0.56886, 1.23112)
H (3.85268, 1.90476, 0.20867)

Its SMILES is CCOC(=O)/C=C/N(C)/C(=N/F)NF.F.

=====

Density functional theory data (ωB97M-V/def2-TZVPD) for an isolated molecule of C7H12F3O4P.

Positions of all 27 atoms, in Å:
P (-1.67132, -0.82445, 0.80853)
F (-1.32642, 0.18703, -2.33197)
F (-2.71397, 1.39626, -1.17970)
F (-0.81965, 2.21868, -1.82258)
O (1.42243, 0.19080, 1.69358)
O (-0.70078, 1.73286, 0.82244)
O (3.95488, 0.33037, 0.52555)
O (0.51732, 0.23051, -0.39647)
C (-3.18898, -0.01257, 1.43225)
C (-0.78309, 0.63164, -0.03041)
C (4.45004, -0.94750, 0.17378)
C (2.82595, 0.71483, -0.20213)
C (-1.40510, 1.10728, -1.36479)
C (1.54386, 0.35563, 0.52299)
C (-2.28038, -1.80028, -0.61489)
H (-2.57677, -2.77170, -0.21512)
H (-3.11355, -1.36596, -1.16890)
H (-3.88425, 0.34337, 0.66818)
H (-1.59094, 1.97925, 1.10795)
H (-2.92427, 0.81391, 2.09641)
H (5.39844, -1.08052, 0.69415)
H (3.75508, -1.73891, 0.47875)
H (2.83380, 1.79873, -0.35176)
H (-1.43648, -1.95936, -1.28468)
H (4.63308, -1.01971, -0.90397)
H (2.78773, 0.24918, -1.19503)
H (-3.70665, -0.75933, 2.03783)

Its SMILES is COCC(=O)O[C@](O)(P(C)C)C(F)(F)F.

=====

Density functional theory data (ωB97M-V/def2-TZVPD) for a cluster of 2 separate species, C7H12FN2O2 in total.

Positions of all 24 atoms, in Å:
F (1.68252, -2.07677, -3.07640)
O (0.54464, -1.18188, 1.21197)
O (-0.42737, -2.59903, -0.28588)
N (0.23494, -0.18256, -2.70541)
N (-0.53526, 1.06481, 0.17436)
C (0.86016, -1.13526, -2.83526)
C (0.97838, 2.75983, -0.57476)
C (-0.14546, 2.11385, -0.70683)
C (1.27949, -2.26980, 1.85152)
C (-0.23117, -1.31295, 0.11061)
C (-0.76545, -0.15754, -0.44866)
C (-1.66033, 1.46359, 1.17740)
H (-0.79912, 2.29853, -1.55627)
H (-1.90864, 0.66183, 1.93641)
H (-1.10955, -2.96348, -0.87400)
H (-1.56269, -0.14315, -1.19834)
H (1.82519, 2.72863, 0.07700)
H (-2.59471, 1.50246, 0.40962)
H (0.29334, 0.86168, 0.75504)
H (1.25529, 3.58403, -1.23989)
H (1.20484, -2.16794, 3.01071)
H (2.25744, -2.10433, 1.34681)
H (-1.51043, 2.46181, 1.72766)
H (0.83395, -3.20637, 1.71257)

The net charge is +1.

=====

Density functional theory data (ωB97M-V/def2-TZVPD) for an isolated molecule of C7H12INSi.

Positions of all 22 atoms, in Å:
I (-4.28964, 0.25217, -0.00148)
Si (-0.94842, 0.02459, 0.80833)
N (-0.48601, 1.64863, 0.40848)
C (1.71792, 2.25157, -0.63970)
C (1.44849, -2.09220, 0.50637)
C (0.01317, -1.83061, 0.20374)
C (0.77017, 2.38136, 0.57664)
C (-2.38561, -0.68192, -0.18925)
C (-2.19409, -1.83211, -0.84276)
C (-0.83503, -2.45311, -0.62429)
H (-2.87279, -2.27648, -1.59872)
H (1.36870, 2.09113, 1.42759)
H (-0.88554, 1.82799, -0.57931)
H (2.56904, 2.99631, -0.62299)
H (-0.55975, -3.37964, -1.21977)
H (1.00634, 2.64961, -1.42126)
H (0.54511, 3.37126, 0.72000)
H (1.77035, -2.57846, 1.37994)
H (2.02903, 1.28531, -0.84446)
H (1.78776, -0.97791, 0.66148)
H (-1.50518, -0.11474, 2.27535)
H (1.93596, -2.56276, -0.38393)

Its SMILES is CCN[Si@@H]1C(C)=CC=C1I.

=====

Density functional theory data (ωB97M-V/def2-TZVPD) for the ion C7H12N with charge +1.

Positions of all 20 atoms, in Å:
N (1.64733, 0.03094, 0.02274)
C (-1.18780, 0.27871, -0.09845)
C (-0.38018, 1.55225, 0.10201)
C (0.31265, 0.41156, -0.06841)
C (-1.99167, 0.01410, -1.38821)
C (2.00398, -1.42984, -0.20342)
C (-1.83932, -0.19775, 1.18763)
C (2.51169, 0.82642, 0.45574)
H (-1.32215, 0.08020, 2.13454)
H (-0.41870, 2.62183, 0.35122)
H (2.59489, -1.74262, 0.67896)
H (-2.76664, -0.76443, -1.17507)
H (2.58497, -1.48657, -1.11463)
H (-1.16933, -0.25455, -2.19962)
H (-2.03470, -1.34854, 1.01967)
H (-2.85189, 0.20780, 1.20420)
H (1.06141, -2.02649, -0.25167)
H (3.54590, 0.45508, 0.61123)
H (2.22996, 1.85962, 0.52517)
H (-2.53041, 0.91229, -1.79366)

Its SMILES is C=[N+](C)C1=CC1(C)C. The net charge is +1.

=====

Density functional theory data (ωB97M-V/def2-TZVPD) for an isolated molecule of C7H12N2.

Positions of all 21 atoms, in Å:
N (1.08184, -0.14962, -1.34072)
N (-1.78614, 0.86579, 0.11416)
C (1.79800, -0.05501, 1.07030)
C (-0.31579, -0.07645, -1.79751)
C (-0.26319, -0.99801, 0.47680)
C (1.19895, -0.92266, -0.10822)
C (-1.27042, -0.32014, -0.56251)
C (-0.60452, 1.37746, 0.84981)
C (0.18659, 0.17027, 1.38814)
H (-0.08119, 2.00545, 0.09303)
H (-0.42439, 0.97585, -2.22120)
H (2.41016, -0.58373, 1.78748)
H (-0.06122, 0.03889, 2.45921)
H (2.28141, 0.86550, 0.72521)
H (-2.09047, -0.89936, -0.94160)
H (-0.52974, -0.90917, -2.43789)
H (1.59717, -1.96416, -0.22860)
H (1.66918, -0.45688, -2.06293)
H (-1.02509, 1.96393, 1.67592)
H (-0.64191, -1.77101, 1.09986)
H (-2.55153, 0.66869, 0.73661)

Its SMILES is C1N[C@H]2CN[C@H]3C[C@@H]1[C@@H]23.

=====

What did we get for max |F|? Answer: 4.353 3.834 6.210 0.650 4.511 4.326 4.218 3.464 eV/Å, in the order shown.
What did we get for gap between HOMO and LUMO? Answer: 5.4 9.6 9.4 9.8 9.5 8.5 8.3 9.5 eV, in the order shown.